# 1
A cluster of 5 separate species, C3H15NO3S in total in a non-equilibrium geometry, computed with ωB97M-V/def2-TZVPD.

Values from the calculation:
Energy above the lowest of the compared OMol25 structures with the same formula, charge and spin = 6.582 eV
Max |F| = 0.0452 hartree/bohr
Highest occupied orbital energy = -8.765 eV
Gap between HOMO and LUMO = 4.3 eV

CARTESIAN COORDINATES (ANGSTROEM)
C -0.8554 -1.7622 0.1792
C -1.5553 -0.4146 0.0739
C -1.5507 0.1267 1.4534
S 0.1582 0.1636 1.8748
N 0.0920 -2.0285 -0.7621
H -1.6080 -2.5393 0.1788
H -0.3325 -1.7379 1.2261
H -0.9716 0.2023 -0.5940
H -2.5578 -0.5659 -0.2513
H -2.0073 -0.6093 2.1296
H -1.9818 1.1152 1.6178
H 3.2541 -0.1302 2.7147
H 0.0283 -2.9937 -1.0040
H 0.2550 -1.3889 -1.5806
H 3.2973 0.2871 2.1344
H 1.7498 1.7726 1.1676
O 2.1826 2.2259 0.4461
H 0.2013 1.4844 -1.9453
H -0.9405 2.5129 -1.7645
O -0.0475 2.3471 -1.4775
H 1.2076 -0.2352 -3.0630
H 1.5111 2.1039 -0.2392
O 0.4711 0.0638 -2.5148

---

# 2
A cluster of 4 separate species, C3H15NO4 in total in a non-equilibrium geometry, computed with ωB97M-V/def2-TZVPD.

Values from the calculation:
Energy above the lowest of the compared OMol25 structures with the same formula, charge and spin = 2.404 eV
Max |F| = 0.1035 hartree/bohr
Highest occupied orbital energy (alpha / beta) = 1.073 / -6.267 eV
Expectation value of S² = 0.751
Net charge = -1
Multiplicity = 2
Gap between HOMO and LUMO (alpha / beta) = 2.3 / 9.8 eV

CARTESIAN COORDINATES (ANGSTROEM)
C -0.1886 0.6721 0.9569
C 0.5555 -0.2856 0.1101
C 1.1426 -1.4367 0.8544
O 1.5641 0.2853 -0.7271
N -0.5395 1.9559 0.2179
H -1.1524 0.1111 1.3288
H 0.0255 0.9603 2.0364
H 0.0103 -0.7908 -0.8392
H 2.0803 -1.3026 1.5944
H 0.3111 -1.7087 1.5384
H 1.5086 -2.1325 0.0787
H 2.3644 0.5351 -0.1425
H 0.1508 1.8224 -0.4476
H -0.2569 2.8378 0.7127
H -3.1234 -1.4531 2.7809
H -3.7124 -1.4115 1.3584
O -2.9430 -1.8303 1.9317
H 2.9111 0.1231 -3.1555
H 3.4556 -1.1920 -2.5083
O 3.6803 -0.2859 -2.7416
H -2.5032 1.2187 -2.3459
H -2.3484 1.8862 -1.0351
O -2.9921 1.4219 -1.5567

---

# 3
A cluster of 5 separate species, C3H15NO4 in total in a non-equilibrium geometry, computed with ωB97M-V/def2-TZVPD.

Values from the calculation:
Energy above the lowest of the compared OMol25 structures with the same formula, charge and spin = 2.030 eV
Max |F| = 0.0565 hartree/bohr
Highest occupied orbital energy = -9.181 eV
Gap between HOMO and LUMO = 9.5 eV

CARTESIAN COORDINATES (ANGSTROEM)
N 2.7816 -0.3031 -0.1741
C 2.0385 0.9165 0.1439
C 0.3620 0.6384 1.9195
C 1.5679 1.0645 1.5697
H 2.1368 -1.0405 -0.4484
H 3.2541 -0.6848 0.6368
H 1.3674 1.2767 -0.6330
H 2.7966 1.7030 0.0055
H -0.1637 0.6743 2.8664
H -0.2571 0.0990 1.2103
H 2.1088 1.6900 2.2718
H -0.1773 -0.8813 -1.5235
H -0.0173 -2.2850 -2.0456
O 0.1228 -1.3685 -2.2969
H -1.4040 2.5369 -0.3336
H -1.3001 2.1694 -1.8053
O -1.4761 1.7870 -0.9394
H -2.7475 1.0825 0.0996
H -3.1546 -0.2428 -0.3527
O -3.5031 0.4701 0.2021
H -0.7357 -2.0671 1.0394
H -0.4412 -3.4390 0.6868
O -0.6987 -2.6196 0.2458

---

# 4
A cluster of 4 separate species, C3H16N2O3 in total in a non-equilibrium geometry, computed with ωB97M-V/def2-TZVPD.

Values from the calculation:
Energy above the lowest of the compared OMol25 structures with the same formula, charge and spin = 1.311 eV
Max |F| = 0.0643 hartree/bohr
Highest occupied orbital energy (alpha / beta) = 0.526 / -6.110 eV
Expectation value of S² = 0.751
Net charge = -1
Multiplicity = 2
Gap between HOMO and LUMO (alpha / beta) = 2.9 / 9.4 eV

CARTESIAN COORDINATES (ANGSTROEM)
N -0.5987 -1.5665 -0.4490
C -0.5782 -0.7561 0.8432
C 0.3286 -1.3589 1.8741
C -0.4180 0.7222 0.4697
N -1.4877 1.5101 1.0769
H 0.0807 -2.2914 -0.2573
H -0.2294 -1.0433 -1.2401
H -1.6362 -0.8234 1.0710
H 0.6112 -2.4156 1.6433
H 1.0515 -0.6431 2.1987
H -0.2494 -1.6494 2.7924
H -0.3585 0.8416 -0.6060
H 0.4987 1.1505 0.8938
H -1.3558 2.5110 1.0393
H -1.5013 1.3523 2.0899
H 2.8537 0.5755 -1.2360
H 3.7046 0.6441 0.1779
O 3.6891 0.3948 -0.7535
H -3.0865 -0.2756 -1.3287
H -3.0131 0.9425 -0.9495
O -2.9219 0.5402 -1.8467
H 2.0014 -0.0395 -2.6476
H 1.4636 1.2569 -2.6438
O 1.1514 0.4214 -2.2121

---

- What is the max |F| in the second record?
  0.1035 hartree/bohr

---

Repeat the third record exactly.
A cluster of 5 separate species, C3H15NO4 in total in a non-equilibrium geometry, computed with ωB97M-V/def2-TZVPD.

Values from the calculation:
Energy above the lowest of the compared OMol25 structures with the same formula, charge and spin = 2.030 eV
Max |F| = 0.0565 hartree/bohr
Highest occupied orbital energy = -9.181 eV
Gap between HOMO and LUMO = 9.5 eV

CARTESIAN COORDINATES (ANGSTROEM)
N 2.7816 -0.3031 -0.1741
C 2.0385 0.9165 0.1439
C 0.3620 0.6384 1.9195
C 1.5679 1.0645 1.5697
H 2.1368 -1.0405 -0.4484
H 3.2541 -0.6848 0.6368
H 1.3674 1.2767 -0.6330
H 2.7966 1.7030 0.0055
H -0.1637 0.6743 2.8664
H -0.2571 0.0990 1.2103
H 2.1088 1.6900 2.2718
H -0.1773 -0.8813 -1.5235
H -0.0173 -2.2850 -2.0456
O 0.1228 -1.3685 -2.2969
H -1.4040 2.5369 -0.3336
H -1.3001 2.1694 -1.8053
O -1.4761 1.7870 -0.9394
H -2.7475 1.0825 0.0996
H -3.1546 -0.2428 -0.3527
O -3.5031 0.4701 0.2021
H -0.7357 -2.0671 1.0394
H -0.4412 -3.4390 0.6868
O -0.6987 -2.6196 0.2458

---

What did the second record say?
A cluster of 4 separate species, C3H15NO4 in total in a non-equilibrium geometry, computed with ωB97M-V/def2-TZVPD.

Values from the calculation:
Energy above the lowest of the compared OMol25 structures with the same formula, charge and spin = 2.404 eV
Max |F| = 0.1035 hartree/bohr
Highest occupied orbital energy (alpha / beta) = 1.073 / -6.267 eV
Expectation value of S² = 0.751
Net charge = -1
Multiplicity = 2
Gap between HOMO and LUMO (alpha / beta) = 2.3 / 9.8 eV

CARTESIAN COORDINATES (ANGSTROEM)
C -0.1886 0.6721 0.9569
C 0.5555 -0.2856 0.1101
C 1.1426 -1.4367 0.8544
O 1.5641 0.2853 -0.7271
N -0.5395 1.9559 0.2179
H -1.1524 0.1111 1.3288
H 0.0255 0.9603 2.0364
H 0.0103 -0.7908 -0.8392
H 2.0803 -1.3026 1.5944
H 0.3111 -1.7087 1.5384
H 1.5086 -2.1325 0.0787
H 2.3644 0.5351 -0.1425
H 0.1508 1.8224 -0.4476
H -0.2569 2.8378 0.7127
H -3.1234 -1.4531 2.7809
H -3.7124 -1.4115 1.3584
O -2.9430 -1.8303 1.9317
H 2.9111 0.1231 -3.1555
H 3.4556 -1.1920 -2.5083
O 3.6803 -0.2859 -2.7416
H -2.5032 1.2187 -2.3459
H -2.3484 1.8862 -1.0351
O -2.9921 1.4219 -1.5567

---

- Which of these has the lowest energy above the lowest of the compared OMol25 structures with the same formula, charge and spin?
  C3H16N2O3